Record 1
C2H4CsMgO | wB97M-V/def2-TZVPD

The geometry in XYZ format:
```
9
Properties=species:S:1:pos:R:3:forces:R:3:mulliken_charge:R:1
O 0.8705 0.1974 -0.4078 -5.79 2.18 1.86 -0.568
Mg 3.0523 -1.8191 -2.3696 -0.18 -0.08 -0.05 1.011
C -0.4108 0.5456 -0.1041 5.95 -2.91 -2.57 0.100
C -1.3247 -0.4673 0.4771 -0.08 0.10 -0.20 -0.738
H -0.7852 1.4613 -0.5767 0.10 0.13 0.50 0.374
H -0.8539 -1.0376 1.2930 -0.17 0.19 -0.38 0.282
H -2.2700 -0.0111 0.7952 0.22 -0.27 -0.07 0.310
Cs 3.2433 2.2986 1.2784 -0.08 0.10 0.09 0.971
H -1.5215 -1.1678 -0.3855 0.02 0.55 0.82 0.257
```
Positions in Å, forces in eV/Å.

Output
calculated total energy	-373.4492	Eh
net charge	+2
HOMO-LUMO gap (alpha / beta)	9.105 / 8.158	eV
2S+1	2
HOMO energy (alpha / beta)	-16.3500 / -16.9192	eV
lowest unoccupied orbital energy (alpha / beta)	-7.24 / -8.76	eV

***

Record 2
C2H4F2 | wB97M-V/def2-TZVPD

The geometry in XYZ format:
```
8
Properties=species:S:1:pos:R:3:forces:R:3:mulliken_charge:R:1
C 0.3171 -1.4300 -0.1694 -0.35 1.26 -0.35 -0.330
C -0.3077 1.1082 0.2656 -0.99 0.74 0.00 -0.251
F -0.2057 -1.3640 -1.3996 -0.30 0.00 -0.70 -0.224
F 0.6579 1.7565 0.9250 1.08 -0.02 0.50 -0.233
H -0.3340 -2.0227 0.4578 0.65 -0.06 0.45 0.288
H 1.4012 -1.3150 -0.2527 -0.39 -0.33 0.82 0.296
H -0.0628 1.0807 -0.8019 -0.53 -0.06 0.26 0.231
H -1.2639 1.6062 0.6579 0.83 -1.55 -0.98 0.224
```
Positions in Å, forces in eV/Å.

Output
calculated total energy	-278.1662	Eh
HOMO-LUMO gap (alpha / beta)	9.054 / 9.399	eV
2S+1	1
HOMO energy (alpha / beta)	-8.6248 / -8.8398	eV
lowest unoccupied orbital energy (alpha / beta)	0.43 / 0.56	eV

***

Record 3
C2H4F2N | wB97M-V/def2-TZVPD

The geometry in XYZ format:
```
9
Properties=species:S:1:pos:R:3:forces:R:3:mulliken_charge:R:1
C 0.2956 -0.2517 0.7035 0.21 -0.16 1.06 0.157
C 1.0131 0.0823 -0.5275 1.35 1.35 -2.45 -0.223
N 0.6783 -1.2132 -0.0109 -1.10 2.78 1.59 0.278
F 0.9779 -2.4375 0.0591 0.41 -2.53 -0.01 -0.071
F -2.2639 1.2245 0.2110 -3.09 0.97 -1.01 -0.409
H -0.0352 0.1971 1.6616 -0.05 -0.92 -0.59 0.345
H -3.1852 1.5281 -0.0739 3.25 -1.06 1.03 0.419
H 0.4820 0.4113 -1.3820 -0.97 -0.05 -0.75 0.241
H 2.0373 0.4591 -0.6410 -0.02 -0.38 1.12 0.263
```
Positions in Å, forces in eV/Å.

Output
calculated total energy	-332.6071	Eh
net charge	+1
HOMO-LUMO gap	11.661	eV
2S+1	1
HOMO energy	-17.6556	eV
lowest unoccupied orbital energy	-5.99	eV

***

Record 4
C2H4F2NO | wB97M-V/def2-TZVPD

The geometry in XYZ format:
```
10
Properties=species:S:1:pos:R:3:forces:R:3:mulliken_charge:R:1
C 1.2244 0.3001 1.1585 -1.29 -0.17 0.39 -0.980
C -0.2702 -0.3463 -0.8554 0.11 -1.64 0.60 0.256
N -1.5545 0.0620 -0.8105 -0.64 -1.86 2.50 -0.028
O -2.0975 1.2276 -1.0410 0.33 0.22 -0.21 -0.697
F 0.4286 -0.2434 -2.0173 -0.32 0.59 0.91 -0.210
F -0.2991 -1.7322 -0.5509 0.47 1.12 -0.20 -0.257
H 1.6832 -0.5745 1.6732 -0.97 0.43 0.15 0.202
H 2.0141 0.6773 0.6004 1.45 1.00 -1.39 0.285
H 0.8047 1.1609 1.7734 0.27 -1.46 -0.49 0.193
H -1.9337 -0.5315 0.0696 0.59 1.76 -2.27 0.234
```
Positions in Å, forces in eV/Å.

Output
calculated total energy	-408.1638	Eh
net charge	-1
HOMO-LUMO gap (alpha / beta)	6.613 / 6.520	eV
2S+1	1
HOMO energy (alpha / beta)	-2.2474 / -2.1390	eV
lowest unoccupied orbital energy (alpha / beta)	4.37 / 4.38	eV

***

Record 5
C2H4F2OS | wB97M-V/def2-TZVPD

The geometry in XYZ format:
```
10
Properties=species:S:1:pos:R:3:forces:R:3:mulliken_charge:R:1
C 1.9679 -0.2152 0.0046 -2.54 2.70 -2.83 -0.759
C -0.4688 -0.5212 0.2223 2.64 0.78 1.30 0.389
O -2.6268 1.2113 0.0564 0.24 -0.08 -1.72 -0.503
F -1.0377 -1.1010 -0.8164 0.10 -1.36 0.39 -0.204
F -0.5372 -1.2875 1.4298 -0.32 1.14 -2.72 -0.232
S -0.9478 1.1748 0.2567 -0.26 0.22 0.30 0.084
H 2.1915 -0.5418 -1.0580 -0.54 0.32 1.42 0.247
H 2.1698 0.9439 0.1131 -0.50 -2.77 0.33 0.293
H 2.1295 -0.9456 0.7246 0.56 -0.72 1.49 0.334
H -2.8404 1.2822 -0.9331 0.63 -0.22 2.04 0.350
```
Positions in Å, forces in eV/Å.

Output
calculated total energy	-751.6044	Eh
HOMO-LUMO gap (alpha / beta)	8.574 / 8.650	eV
2S+1	1
HOMO energy (alpha / beta)	-9.0672 / -9.0485	eV
lowest unoccupied orbital energy (alpha / beta)	-0.49 / -0.40	eV

***

Record 6
C2H4F2S | wB97M-V/def2-TZVPD

The geometry in XYZ format:
```
9
Properties=species:S:1:pos:R:3:forces:R:3:mulliken_charge:R:1
C -0.1422 0.7297 -0.0798 1.21 -3.91 0.48 -0.978
C -0.3346 -0.8162 0.1286 0.66 0.40 -4.75 0.662
F -0.8372 -1.3907 -1.6060 1.09 1.08 2.85 -0.530
F -1.4718 -1.0856 0.6470 -0.51 -0.92 1.29 -0.136
S 1.1666 -1.7863 0.4027 -1.49 0.34 0.09 -0.150
H 0.3617 0.7928 -1.0573 0.54 0.42 0.89 0.309
H -1.1399 1.0197 -0.2668 -1.00 1.06 0.52 0.279
H 0.3814 0.9130 0.9047 -0.53 1.16 -1.39 0.369
H 0.5735 -3.0001 0.3048 0.03 0.37 0.02 0.175
```
Positions in Å, forces in eV/Å.

Output
calculated total energy	-676.4454	Eh
HOMO-LUMO gap	10.947	eV
2S+1	1
HOMO energy	-10.4235	eV
lowest unoccupied orbital energy	0.52	eV